Here is a molecular structure, C22H41HgO29S6 from the Open Molecules 2025 dataset. Energies are from the ωB97M-V functional and the def2-TZVPD basis.

Structure (XYZ):
```
99
Properties=species:S:1:pos:R:3:lowdin_charge:R:1
H -1.174 -4.996 -4.932 0.145
H 2.769 -0.362 -3.823 0.127
O 2.242 1.773 4.447 -0.196
H -1.521 3.404 -1.324 0.137
H -2.491 -0.579 -1.834 0.086
C -3.407 -1.122 -1.603 -0.149
H -0.490 -1.812 -2.606 0.119
C -0.144 -2.204 -3.562 -0.058
H 1.949 1.280 2.493 0.104
C -2.177 2.676 -1.801 -0.224
H -0.890 -3.840 2.480 0.136
H 1.369 -0.424 -1.418 0.092
H 0.224 1.324 0.077 0.076
O 1.780 3.334 0.220 -0.269
H -4.588 -0.434 0.097 0.138
O 1.375 -2.702 5.936 -0.244
H -3.164 -0.607 4.242 0.096
O -4.227 -4.584 -0.722 -0.220
O 4.198 1.128 -3.809 -0.171
C 0.888 -3.294 -3.402 -0.453
O -2.827 3.236 -3.948 -0.185
H 4.155 0.629 -0.092 0.105
C -0.039 0.274 0.203 -0.006
O 4.233 0.503 3.939 -0.205
H -3.523 0.318 5.565 0.131
O -1.107 -2.525 6.631 -0.204
C -2.698 1.274 3.743 -0.073
O -3.201 -2.501 -1.917 -0.213
H -4.172 -0.628 -2.201 0.127
C -3.498 1.507 2.467 -0.479
H 3.457 0.213 -2.307 0.122
C -1.194 -2.915 -4.346 -0.145
O -1.047 1.751 -5.137 -0.238
H 2.733 -0.893 4.504 0.118
O -3.999 -2.382 0.381 -0.195
S 3.216 3.518 0.507 0.730
H 5.650 1.202 0.843 0.154
C 1.244 -0.419 -0.335 -0.299
H 5.923 2.929 -0.366 0.145
H -4.242 3.317 -2.377 0.132
O 1.466 -1.726 0.183 -0.307
C 3.084 0.530 -3.281 -0.268
C -3.608 0.360 4.479 -0.162
O -0.307 -1.411 4.576 -0.224
H -1.242 -1.118 2.856 0.101
S 3.911 2.020 4.555 0.754
H 0.279 -1.374 -4.128 0.132
Hg 2.770 -3.739 -0.376 1.244
C -0.513 -1.820 3.259 -0.220
O -1.516 1.836 -2.627 -0.223
H -2.693 2.184 4.344 0.140
O 4.350 3.046 3.637 -0.235
H 0.379 -1.688 2.645 0.107
H -3.045 4.592 -2.431 0.137
H -5.629 -0.361 3.936 0.129
C -1.075 -3.224 3.361 -0.196
H 0.930 0.480 3.727 0.110
C 4.764 1.460 0.264 -0.183
O 0.611 -4.262 -4.214 0.093
H 1.049 0.877 -3.473 0.112
S -3.299 -3.472 -0.599 0.675
H 3.186 -0.869 2.777 0.122
O 3.537 0.845 -6.229 -0.243
C -5.039 0.555 3.957 -0.101
H -2.138 -3.013 3.473 0.133
H -2.808 -0.751 0.503 0.096
H -5.640 1.101 4.684 0.126
H -1.669 0.965 3.559 0.106
O 3.958 3.302 -0.924 -0.165
C -0.542 -4.111 -5.001 -0.107
O -0.512 -3.759 4.494 -0.172
C -3.695 -1.038 -0.061 -0.124
O 3.955 2.188 1.139 -0.242
O 2.230 2.203 -4.484 -0.158
C 1.944 0.778 3.461 -0.189
S 3.691 1.845 -5.142 0.731
O -4.784 1.270 2.733 0.045
H -0.313 -3.829 -6.029 0.143
H -1.954 -3.343 -3.692 0.108
O -1.942 -3.798 -0.235 -0.266
S -2.149 1.747 -4.129 0.760
C 5.045 2.460 -0.809 -0.212
O 4.242 2.122 5.972 -0.227
O 1.872 -3.324 -2.660 -0.085
H 2.062 2.175 -2.519 0.135
H -0.372 0.091 1.225 0.061
C 1.952 1.474 -3.346 -0.214
H -2.626 2.132 -0.969 0.102
C 3.025 -0.260 3.666 -0.144
H 5.331 1.911 -1.706 0.134
O -3.176 0.702 -4.161 -0.253
H -1.670 -2.158 -4.970 0.135
H 2.007 0.171 0.173 0.076
O 3.607 4.805 1.040 -0.193
S -0.077 -2.622 5.638 0.757
O 4.406 3.080 -5.382 -0.209
C -3.201 3.529 -2.617 -0.134
O -3.060 1.726 1.379 0.107
H -0.930 0.138 -0.410 0.047
```

The calculation puts the LUMO energy at -8.34 eV. The calculation puts the HOMO-LUMO gap at 0.1826 Eh. For the maximum force, the calculation gives 0.0907 Eh/bohr. Its total charge is +1. The highest occupied orbital energy is -0.489 Eh.

***

Here is 4 unconnected molecules or ions with the total composition C4H17N2O4 from the Open Molecules 2025 dataset. Energies are from the ωB97M-V functional and the def2-TZVPD basis.

Structure (XYZ):
```
27
Properties=species:S:1:pos:R:3:lowdin_charge:R:1
H -2.626 -1.395 -2.236 0.125
H -2.002 -1.929 0.861 0.124
H -0.185 2.454 -2.010 0.008
O 2.899 0.214 -0.793 -0.077
H -1.333 0.112 2.185 0.086
H -0.538 -3.602 0.652 0.095
O 1.086 2.120 -0.267 0.000
H -0.030 2.457 1.337 0.161
H -0.384 0.432 -1.097 0.138
H 1.104 -0.533 -0.998 0.125
C 0.524 1.695 0.745 -0.140
O -0.993 2.123 -1.788 0.032
C 0.436 0.228 0.833 -0.263
H -1.627 -2.380 2.504 0.166
H 2.772 1.259 -0.725 0.122
H -1.657 2.689 -2.058 0.039
H -2.922 -0.022 -1.878 0.056
H 0.269 -0.653 2.640 0.110
N 0.251 -0.251 -0.531 0.161
H -0.385 -1.151 -0.535 0.153
O -2.242 -0.663 -1.614 -0.092
C -0.537 -0.492 1.918 -0.105
C -1.034 -1.903 1.511 -0.309
H 3.236 -0.114 0.016 0.021
H 0.459 -3.340 1.895 0.099
N 0.044 -2.833 1.074 -0.028
H 1.452 -0.213 1.309 0.192
```

The calculation puts the LUMO energy at -3.57 eV. The calculation puts the HOMO-LUMO gap at 0.3626 Eh. For the maximum force, the calculation gives 0.0918 Eh/bohr. Its total charge is +1. The highest occupied orbital energy is -0.494 Eh. Its energy above the lowest of the compared OMol25 structures with the same formula, charge and spin is 99.3 kcal per mole.

***

Here is a single C7H11NO molecule from the Open Molecules 2025 dataset. Energies are from the ωB97M-V functional and the def2-TZVPD basis.

Structure (XYZ):
```
20
Properties=species:S:1:pos:R:3:lowdin_charge:R:1
C -1.538 1.265 0.052 -0.169
H -1.907 0.219 -2.089 0.155
H 0.636 -0.238 2.484 0.177
C -1.962 -0.077 -0.813 -0.075
H 2.048 -1.810 -0.919 0.073
H -2.319 1.514 0.687 0.052
H -2.848 -2.194 -0.633 0.013
O 1.049 1.310 -0.487 -0.104
H -2.675 -1.448 1.218 0.073
C -2.442 -1.392 0.053 -0.013
H 2.391 -1.315 1.148 0.168
H 0.314 1.920 1.310 0.129
C -0.046 1.195 0.588 -0.189
H -0.117 -1.263 1.320 0.104
C 1.532 -0.767 0.591 -0.384
H 2.742 0.115 -1.393 0.189
C 1.830 0.127 -0.600 -0.234
N 1.226 -1.278 -0.716 0.053
H -1.525 2.265 -0.639 0.142
C 0.340 -0.235 1.198 -0.160
```

The calculation puts the LUMO energy at 0.63 eV. The calculation puts the HOMO-LUMO gap at 0.3302 Eh. For the maximum force, the calculation gives 0.1303 Eh/bohr. Its total charge is 0. The highest occupied orbital energy is -0.307 Eh. As for the structure (SMILES): C=CC[C@H]1C[C@H]2N[C@H]2O1. Its energy above the lowest of the compared OMol25 structures with the same formula, charge and spin is 210.0 kcal per mole.

***

Here is a gas-phase ion, C6H12NO (charge +1) from the Open Molecules 2025 dataset. Energies are from the ωB97M-V functional and the def2-TZVPD basis.

Structure (XYZ):
```
20
Properties=species:S:1:pos:R:3:lowdin_charge:R:1
C 0.847 -1.859 0.232 -0.010
C 0.885 0.932 0.868 -0.074
N 0.190 0.415 -0.247 -0.257
H -2.164 -2.103 0.353 0.172
H 0.487 -2.525 0.974 0.085
H -0.006 0.632 -2.423 0.154
H 0.965 1.915 -1.580 0.093
H 0.584 2.016 0.894 0.128
H 1.956 0.722 0.891 0.114
C -1.719 1.103 0.213 0.092
H 1.709 -1.375 0.660 0.079
H 0.378 0.538 1.784 0.126
C 0.753 0.857 -1.540 0.014
H 1.225 -2.607 -0.491 0.116
C -0.255 -0.908 -0.041 -0.262
H 1.712 0.245 -1.598 0.128
H -1.533 1.114 1.291 0.127
H -2.092 2.035 -0.222 0.150
O -2.321 -0.002 -0.201 -0.027
C -1.602 -1.146 0.185 0.052
```

The calculation puts the LUMO energy at -4.38 eV. The calculation puts the HOMO-LUMO gap at 0.3491 Eh. For the maximum force, the calculation gives 0.0870 Eh/bohr. Its total charge is +1. The highest occupied orbital energy is -0.510 Eh. Its energy above the lowest of the compared OMol25 structures with the same formula, charge and spin is 70.9 kcal per mole.

***

Here is a single C2H4S2 molecule from the Open Molecules 2025 dataset. Energies are from the ωB97M-V functional and the def2-TZVPD basis.

Structure (XYZ):
```
8
Properties=species:S:1:pos:R:3:lowdin_charge:R:1
H 0.483 -1.328 -0.299 0.047
S 2.258 -0.047 0.036 0.637
H -0.434 1.122 -0.887 0.035
C -0.561 0.661 0.014 -0.682
H -1.818 -1.262 0.649 -0.120
S -2.146 -0.118 -0.015 0.719
C 0.625 -0.201 -0.128 -0.743
H -0.397 1.344 0.895 0.106
```

The calculation puts the LUMO energy at -0.42 eV. The calculation puts the HOMO-LUMO gap at 0.3093 Eh. For the maximum force, the calculation gives 0.0932 Eh/bohr. Its total charge is 0. The highest occupied orbital energy is -0.325 Eh. As for the structure (SMILES): S=CCS. Its energy above the lowest of the compared OMol25 structures with the same formula, charge and spin is 28.4 kcal per mole.

***

Among the records above, which one has the lowest highest occupied orbital energy? C6H12NO

***

Look up the total charge of the first one. +1

***

Number 4 is which compound? C6H12NO

***

Among the records above, which one has the highest LUMO? C7H11NO